[1]
The following is a quantum chemistry calculation of one molecule with the formula C2H2N2OS at a distorted geometry, from the OMol25 dataset.

CARTESIAN COORDINATES (ANGSTROEM)
C 0.9296 -0.3505 -0.9934
C -0.9810 0.9104 1.3668
N 0.1309 -1.2845 -1.1918
N 0.0213 1.2472 0.7571
O 1.0139 0.6786 -0.0845
S -2.2600 0.5289 2.1664
H 1.8128 -0.3973 -1.4914
H -0.6676 -1.3329 -0.5292

Output
total charge = 0
ΔE to the lowest compared entry with this formula, charge and spin = 335.3 kJ/mol
gap between HOMO and LUMO = 8.969 eV
E_HOMO = -9.71 eV
SMILES = [H]/N=C\ON=C=S

=====

[2]
The following is a quantum chemistry calculation of one molecule with the formula C4H7NO2, from the OMol25 dataset.

CARTESIAN COORDINATES (ANGSTROEM)
O -0.6301 -1.4951 0.8818
C -0.7102 -0.6621 -0.2482
C -1.1043 0.8122 -0.0427
N 0.0744 1.2229 -0.8352
C 0.6621 -0.1114 -0.6927
C 1.6819 -0.2204 0.4222
O 2.0169 0.7295 1.0915
H -1.4711 -1.4543 1.3525
H -1.2557 -1.1418 -1.0708
H -1.0486 1.0836 1.0204
H -2.0636 1.1383 -0.4593
H 0.6457 1.9230 -0.3665
H 1.0890 -0.5341 -1.6130
H 2.1210 -1.2235 0.5831

Output
total charge = 0
ΔE to the lowest compared entry with this formula, charge and spin = 216.7 kJ/mol
gap between HOMO and LUMO = 10.091 eV
E_HOMO = -9.37 eV
SMILES = O=C[C@@H]1NC[C@@H]1O

=====

[3]
The following is a quantum chemistry calculation of a 10-piece molecular cluster, C9H36BF4O12 overall at a distorted geometry, from the OMol25 dataset.

CARTESIAN COORDINATES (ANGSTROEM)
B -0.0599 -0.7141 -0.4454
F -1.2972 -1.2316 -0.8807
F 0.6028 -1.6670 0.3681
F 0.7472 -0.4313 -1.5688
F -0.2615 0.4902 0.2610
O -0.7565 2.0455 2.6381
H -0.5714 1.3911 1.9478
H -0.0729 2.7152 2.5008
O 4.2763 0.9875 -0.9285
H 3.7207 0.4363 -0.3638
H 3.6648 1.3694 -1.5984
O 2.0684 1.7071 -2.5317
H 1.4961 0.9478 -2.3137
H 1.4637 2.4493 -2.3706
O -0.6014 -0.3924 -4.1253
H -0.6151 -0.4544 -3.1631
H -1.1875 0.3420 -4.3331
O -3.2271 -1.2658 1.9170
H -3.5024 -1.2716 0.9858
H -2.4224 -0.7361 1.9315
C 1.1186 3.4757 0.3428
C 0.9149 4.3653 -0.8576
O 0.1697 3.7626 -1.9211
O -0.0507 3.3331 1.1588
H 1.8543 3.9900 0.9645
H 1.4783 2.4825 0.0771
H 1.9175 4.5601 -1.2511
H 0.4741 5.3290 -0.5908
H -0.6904 3.4933 -1.5802
H -0.7817 2.9997 0.6261
C -5.0641 -0.3660 -1.3307
C -4.2796 0.8725 -0.9719
O -3.0193 0.8783 -1.5642
O -4.3832 -1.5152 -0.7731
H -5.0742 -0.4470 -2.4264
H -6.1050 -0.3383 -0.9862
H -4.2203 0.9917 0.1195
H -4.8579 1.7314 -1.3293
H -2.5798 0.0340 -1.3447
H -4.7637 -2.2976 -1.1810
C 0.1161 -4.9297 -1.1107
C 1.3154 -4.9117 -0.1815
O 1.0825 -4.3595 1.0965
O -0.0505 -3.7778 -1.8883
H -0.7936 -5.0837 -0.5161
H 0.2492 -5.7695 -1.7928
H 2.1810 -4.4849 -0.7030
H 1.5658 -5.9668 0.0018
H 0.7987 -3.4402 0.9827
H -0.2221 -3.0179 -1.3224
C 2.6703 1.3481 2.2370
C 2.8569 -0.0871 2.7308
C 1.6784 -0.5462 3.5702
O 3.0314 -0.9325 1.5884
H 1.8003 1.4414 1.5849
H 3.5515 1.6361 1.6592
H 2.5357 2.0653 3.0559
H 3.7866 -0.1315 3.2993
H 0.7865 -0.7418 2.9755
H 1.4664 0.1823 4.3597
H 1.8922 -1.4751 4.1135
H 2.1787 -1.0692 1.1521

Output
total charge = -1
gap between HOMO and LUMO = 9.611 eV
E_HOMO = -7.17 eV

=====

[4]
The following is a quantum chemistry calculation of C40H35BCrF2N5O6STe as an isolated structure at a distorted geometry, from the OMol25 dataset.

CARTESIAN COORDINATES (ANGSTROEM)
Cr -0.0988 -0.4944 -0.1834
C -1.4771 3.8945 4.4041
C -0.3360 2.9700 4.2013
N 0.7297 2.9146 4.9278
N 1.4822 1.9394 4.3497
C 0.9234 1.3944 3.2450
S 1.5425 0.2161 2.2505
N -0.2664 2.0617 3.1734
N -1.2009 1.8409 2.1745
H -1.2998 4.4756 5.3048
H -2.4147 3.3472 4.5191
H -1.5708 4.5789 3.5583
H 2.3754 1.6869 4.7288
H -2.0076 2.4260 2.3446
H -1.4684 0.8540 2.1826
C 2.9338 2.6817 -5.7495
C 2.5486 1.8949 -4.5230
C 3.3651 0.8858 -4.0184
C 3.0596 0.1925 -2.8641
C 4.0340 -0.8648 -2.4492
O 4.5254 -1.5955 -3.2848
C 4.4876 -0.9353 -1.0320
C 4.8497 -2.1728 -0.5087
C 5.3728 -2.2640 0.7696
C 5.5692 -1.1130 1.5188
C 5.2344 0.1249 0.9898
C 4.6778 0.2152 -0.2742
C 1.8295 0.4194 -2.1815
O 1.5096 -0.2797 -1.1447
C 0.9412 1.3881 -2.7507
C 1.3579 2.1262 -3.8756
C -0.3973 1.6093 -2.2469
N -0.8987 1.0097 -1.1949
C -2.3186 1.2508 -0.8468
C -3.2945 0.3599 -1.6073
Te -5.2446 0.4192 -0.6931
C -5.2478 2.5492 -0.5070
C -4.7770 3.1418 0.6611
C -4.7567 4.5228 0.7909
C -5.2210 5.3244 -0.2432
C -5.6983 4.7382 -1.4057
C -5.7096 3.3561 -1.5391
C -1.2398 2.5562 -3.0497
C -1.8116 2.1125 -4.2387
C -2.6562 2.9450 -4.9575
C -2.9284 4.2248 -4.4966
C -2.3241 4.6858 -3.3363
C -1.4804 3.8554 -2.6150
H 3.9399 2.4227 -6.0750
H 2.9010 3.7547 -5.5539
H 2.2450 2.4771 -6.5715
H 4.2899 0.6357 -4.5257
H 4.7055 -3.0544 -1.1197
H 5.6352 -3.2320 1.1771
H 5.9809 -1.1759 2.5182
H 5.3970 1.0227 1.5713
H 4.4147 1.1810 -0.6890
H 0.7037 2.8976 -4.2592
H -2.5804 2.2925 -0.9981
H -2.4372 1.0269 0.2081
H -2.9802 -0.6807 -1.5488
H -3.3847 0.6403 -2.6498
H -4.4358 2.5156 1.4778
H -4.3877 4.9754 1.7035
H -5.2185 6.4017 -0.1367
H -6.0681 5.3572 -2.2137
H -6.0831 2.9063 -2.4503
H -1.5810 1.1135 -4.5908
H -3.1050 2.5900 -5.8762
H -3.6114 4.8643 -5.0410
H -2.5147 5.6920 -2.9863
H -1.0020 4.2106 -1.7094
F -0.5503 -1.5031 -2.9004
B -0.7574 -1.7534 -1.5952
F -1.4417 -2.8863 -1.3931
O 0.1284 -2.1703 1.0337
C -1.0170 -1.9759 1.5089
O -1.6664 -0.9516 1.0810
C -1.6075 -2.8626 2.5253
C -0.7875 -3.7559 3.2022
C -1.3027 -4.6169 4.1681
C -2.6527 -4.5447 4.4095
O -3.3945 -5.2686 5.2952
C -4.7328 -4.7944 5.1799
O -4.7667 -3.8015 4.1656
C -3.4753 -3.6548 3.7277
C -2.9859 -2.7971 2.7822
H 0.2682 -3.7692 2.9691
H -0.6739 -5.3120 4.7067
H -5.0507 -4.3623 6.1339
H -5.3927 -5.6241 4.9138
H -3.6259 -2.1111 2.2442

Output
total charge = 0
⟨S²⟩ = 3.800
gap between HOMO and LUMO (alpha / beta) = 7.642 / 7.561 eV
E_HOMO (alpha / beta) = -7.59 / -7.80 eV
multiplicity = 4